Here is a 15-piece molecular cluster, C55H115N5O25 overall from OMol25. Energies are from wB97M-V/def2-TZVPD.

The value obtained for the relative energy (zero: lowest compared OMol25 entry of this formula, charge and spin) is 3.996 eV. For the strongest force on any atom, the calculation gives 5.19 eV Å⁻¹. Its frontier orbital gap is 8.991 eV. The total energy is -117536.76950 eV.

XYZ file:
```
200
Properties=species:S:1:pos:R:3:forces:R:3
O 7.26932 -0.57813 -11.19588 2.117 -0.800 2.030
O 3.87028 -8.65420 -17.15585 -1.534 -0.152 -0.584
O 10.11033 -3.69892 -6.70317 1.207 -4.632 -0.978
O 2.02072 -7.18376 -13.38676 -0.213 0.069 -0.054
O 1.60427 -1.24940 -12.37362 0.583 -0.642 -0.793
O 12.98350 -0.34250 -14.55541 -0.791 -2.445 1.012
O 7.41181 -2.44018 -9.76549 -0.091 2.233 -1.312
O 6.21356 -6.73241 -8.52546 -3.397 1.688 1.295
O 7.34488 -4.20175 -13.61600 -1.515 1.297 -2.791
O 7.35555 3.17748 -17.38188 -0.256 0.581 -0.445
O 5.69544 -5.71618 -20.03013 2.136 -2.242 -1.372
O 2.58373 -2.88559 -11.07887 -0.611 1.599 -0.926
O 5.74633 -9.21112 -18.29235 -0.586 -0.775 -0.714
O 11.58051 -5.16234 -12.60677 0.686 0.064 -1.098
O 5.17702 3.44569 -18.18105 3.332 0.107 0.743
O 5.30505 -4.61849 -14.69853 1.338 -0.713 0.904
O 4.56332 -5.84880 -7.18916 -1.704 -1.766 2.398
O 9.35709 -8.15470 -10.27224 1.511 -1.525 -1.668
O 7.91202 -5.74255 -20.45560 -1.329 -2.431 -1.474
O 13.66904 -4.57814 -11.98885 0.750 1.342 0.624
O 7.50627 -8.43457 -14.14442 -1.707 -2.072 -0.047
O 10.48106 -4.07909 -15.97963 -0.436 0.353 -0.456
O 0.45873 -5.65663 -18.41643 0.663 1.517 -0.352
O 11.25577 -5.81001 -7.02776 -1.576 1.689 0.857
O 3.45536 -8.96854 -13.64584 -1.179 1.832 0.415
N 11.05783 -6.24444 -15.65972 0.532 -1.640 -0.064
N 2.20683 -4.14908 -18.44939 -1.462 0.519 -0.073
N 10.88259 -1.12369 -14.18294 0.544 -0.073 0.198
N 7.45260 -10.66526 -14.50789 -0.526 -2.138 -0.568
N 11.35190 -8.89522 -11.10937 1.549 -1.697 -1.781
C 11.99178 -9.94634 -11.95922 1.192 1.133 0.319
C 8.50071 -4.55082 -18.49849 0.823 0.451 0.773
C 4.98837 -4.77906 -9.20043 0.499 -0.004 -1.511
C 7.20667 -5.33157 -12.78978 -0.320 -1.373 0.691
C 3.28265 -8.00919 -6.65993 0.486 0.632 -1.711
C 3.30722 -2.68958 -13.30200 0.050 0.346 -0.379
C 6.66203 -6.34142 -20.51506 -1.591 2.470 0.918
C 6.40695 3.64705 -18.21506 -2.411 0.048 -0.562
C 4.39996 -7.00550 -6.30192 -0.600 -1.238 1.027
C 3.12447 -9.80785 -17.57467 -0.263 -0.053 -0.296
C 1.02702 0.38253 -10.70137 -0.553 -0.306 0.111
C 8.56434 -10.67471 -15.44314 0.341 -0.487 0.290
C 10.20698 -4.86651 -7.17707 -0.740 2.018 -0.440
C 2.50070 -2.23988 -12.12096 -0.396 -1.606 1.712
C 3.11009 -4.88515 -17.62030 0.236 -1.604 -0.208
C 12.22887 -6.31695 -16.60236 -0.981 0.859 0.555
C 6.64366 -7.72819 -21.24096 0.517 1.263 0.378
C 11.10258 -7.28870 -14.61589 0.570 -0.726 -0.790
C 15.79393 -4.86854 -13.23953 0.471 -1.015 1.071
C 7.82336 -1.36202 -10.18472 0.505 -1.237 0.569
C 3.16777 -7.85523 -13.19251 0.730 -1.890 -0.445
C 0.93148 -4.55915 -18.74059 0.183 -1.876 0.864
C 11.76398 -3.98385 -10.64478 0.861 1.259 1.320
C 10.03933 -8.87744 -11.03987 -2.793 1.564 1.630
C 14.39951 -5.36362 -12.95530 -1.523 0.377 -0.774
C 5.39759 0.41923 -12.07120 -1.157 0.885 -0.713
C 12.19197 -8.13933 -10.19577 -0.605 -0.873 -0.852
C 6.44981 -2.69151 -15.35461 1.147 -0.365 0.098
C 12.24191 -1.22965 -14.06441 -0.252 3.193 -1.597
C 6.00329 -0.87560 -11.71751 -0.593 -0.910 0.150
C 5.69213 -7.34356 -16.93915 0.694 2.334 0.712
C 6.87099 -11.99260 -14.16764 0.262 -0.561 -1.237
C 7.01181 2.56088 -16.16269 -0.245 0.129 1.485
C 10.20958 -0.17325 -15.11564 1.426 0.057 1.358
C 7.03035 4.47842 -19.32704 -0.711 -0.527 0.822
C 6.33246 -3.98701 -14.54047 -0.550 0.894 -0.192
C 5.26395 -5.93400 -8.26967 4.355 -0.842 -2.689
C 0.55117 -0.87200 -11.47012 1.099 0.176 0.915
C 12.21160 -5.52311 -5.98195 -0.078 1.173 -0.019
C 12.34446 -4.56204 -11.88364 -1.554 -2.090 -0.040
C 0.99843 -7.77542 -14.19697 -0.834 -1.214 0.138
C 9.18265 -5.41922 -8.22260 1.212 0.925 0.523
C 5.09333 -8.48092 -17.58295 1.468 -0.835 -0.048
C 3.03551 -10.67442 -16.37487 -0.466 -1.345 0.770
C 4.11862 -7.07145 -12.34088 -0.517 -0.898 -0.104
C 9.16469 -0.77028 -9.68568 -0.574 0.005 -0.309
C 8.11811 -4.46139 -19.93649 -0.015 1.183 0.487
C -0.20400 -6.86956 -14.48129 0.571 0.505 -0.281
C 13.18572 -4.48404 -6.46198 0.806 0.784 -0.366
C 9.96976 -1.94542 -13.40282 -0.480 -0.571 -1.904
C 6.85222 1.07854 -16.28156 -0.170 -0.103 -0.120
C 10.28224 -5.15868 -15.45976 1.064 0.213 0.441
C 2.59088 -2.81342 -18.75933 0.534 1.104 -0.973
C 6.91813 -9.55138 -14.06679 1.111 2.702 0.900
C 8.31040 -5.27233 -11.77607 -0.153 0.593 0.578
H 0.17569 0.72853 -10.11518 0.036 0.358 -0.022
H 12.46637 -7.34806 -16.86410 -0.254 -0.017 0.296
H 6.11391 -1.44868 -12.63808 0.047 -0.499 0.192
H 9.19979 -5.77979 -12.14967 0.083 0.294 0.248
H 6.38462 5.34931 -19.43959 0.208 0.037 -0.108
H 6.88894 3.84324 -20.20149 0.483 0.271 -0.271
H 2.59297 -3.13874 -13.99207 0.069 0.118 -0.282
H 6.29505 -6.76212 -17.63666 -0.218 -0.015 -0.198
H 9.16724 -1.34522 -12.97409 0.240 0.119 0.463
H 11.30846 -8.23157 -15.12255 0.220 -0.120 -0.147
H 2.90147 -5.94689 -17.75168 -0.109 -0.070 -0.042
H 0.29017 -1.70411 -10.81623 0.479 -0.011 0.299
H 6.64719 -12.53145 -15.08832 0.081 0.140 -0.398
H 5.93820 0.96682 -16.86479 0.060 -0.723 0.017
H 3.61527 -2.79840 -19.13148 0.189 -0.113 0.143
H 9.88676 -0.93058 -10.48633 -0.023 0.536 -0.248
H 8.45861 -4.20829 -11.59182 0.584 0.111 0.008
H 5.96134 -9.78359 -13.57400 -0.067 0.864 0.152
H -0.36726 -0.72798 -12.03919 0.371 0.472 -0.405
H 9.45804 -10.91790 -14.86844 0.350 -0.038 -0.282
H 12.71329 -6.44206 -5.67873 -0.286 -0.104 -0.316
H 7.56995 -12.66682 -13.67269 0.367 0.448 0.313
H 3.99841 -10.76125 -15.87150 -0.140 0.279 0.219
H 3.55822 -10.29917 -18.44563 0.270 0.251 0.102
H 3.96990 -4.64484 -9.56489 -0.214 -0.005 0.664
H 13.13579 -7.96394 -10.71203 0.035 0.297 0.212
H 3.05008 -4.72587 -16.54367 -0.068 0.573 0.040
H 9.71007 0.54271 -14.46296 -0.529 0.085 -0.263
H 13.55834 -4.71351 -7.46029 0.243 -0.207 0.052
H 7.14483 -2.77940 -16.18967 0.477 -0.344 0.181
H 7.67773 -7.96961 -21.48693 -0.044 -0.353 0.452
H 8.58504 -6.26103 -7.87286 0.223 0.039 -0.030
H 11.72594 -5.06652 -5.11954 -0.421 -0.431 0.095
H 8.38396 -11.45272 -16.18493 0.056 -0.097 0.068
H 5.52562 -2.44472 -15.87717 -0.242 -0.038 0.725
H 3.22101 -8.84348 -5.96116 -0.071 0.448 0.398
H 2.52881 -2.07774 -17.95745 -0.074 -0.216 0.453
H 6.14682 -7.73065 -22.21114 -0.300 0.712 0.109
H 6.41060 -7.64591 -16.17725 -0.250 -0.218 0.264
H 13.87929 -5.34912 -13.91303 -0.538 -0.127 0.168
H 11.78136 -2.89513 -10.69465 0.210 0.170 0.115
H 11.93228 -7.08967 -13.93759 -0.126 0.020 0.152
H 8.02661 -5.65366 -10.79518 -0.099 -0.509 -0.228
H 10.41870 -2.66460 -12.71772 0.228 0.437 0.072
H 6.85586 -1.90861 -14.71408 -0.239 0.233 -0.119
H 7.33905 -6.25773 -13.34907 -0.492 0.040 -0.329
H 12.79924 -9.49120 -12.53277 -0.107 0.499 -0.298
H 1.84926 0.24411 -9.99933 -0.087 -0.771 0.036
H 2.02420 -2.38983 -19.58852 -0.349 -0.239 0.025
H 7.74709 2.84022 -15.40808 0.576 -0.009 -0.421
H 1.46045 -8.16109 -15.10575 -0.040 0.383 -0.224
H 16.39906 -5.18719 -12.39078 0.399 0.463 0.034
H 5.55581 -4.95494 -10.11431 0.106 -0.378 -0.021
H 2.23892 -10.31451 -15.72371 0.533 0.234 0.423
H 3.59542 -8.48562 -7.58906 -0.126 -0.081 -0.259
H 11.61594 -7.23482 -10.00047 0.447 -0.015 0.593
H 4.67324 -6.47795 -13.06768 -0.036 0.568 0.456
H 7.31927 -3.72174 -19.99013 -0.759 -0.656 -0.492
H -0.57362 -6.22257 -13.68575 0.866 0.190 0.344
H 4.12608 -4.75285 -17.99224 0.040 0.228 0.176
H 9.60446 -9.58525 -11.76244 -0.415 0.127 0.091
H 12.58499 -10.66158 -11.38944 -0.589 -0.351 0.514
H 0.59748 -8.67293 -13.72600 0.366 -0.125 0.532
H 2.72968 -11.70179 -16.57256 0.006 -0.094 -0.541
H 12.38215 -4.27771 -9.79648 0.186 0.194 0.088
H 3.51519 -6.57430 -11.58140 0.464 0.664 -0.202
H 8.73016 -9.74730 -15.99133 -0.401 0.160 0.468
H 12.03998 -5.78017 -17.53204 -0.332 0.073 0.179
H 5.96989 0.85222 -12.89162 0.266 0.555 0.398
H 4.79408 -7.77918 -11.86026 0.072 0.132 -0.074
H 13.10601 -5.84369 -16.16107 0.109 -0.059 0.164
H 12.33843 -8.83119 -9.36633 0.270 0.735 0.627
H 14.01985 -4.33351 -5.77665 0.218 -0.511 0.031
H 15.96517 -3.81486 -13.45986 -0.488 -0.112 0.030
H 2.32338 -7.53785 -6.87382 -0.081 -0.065 0.399
H 6.76357 0.64766 -15.28427 -0.339 -0.035 0.009
H 4.40634 0.31615 -12.51267 -0.211 -0.409 0.064
H 6.11694 -8.47224 -20.64341 0.394 0.113 0.274
H 4.15629 -6.66869 -5.29431 0.260 0.851 -0.278
H 0.08597 -6.28409 -15.35378 -0.608 0.322 0.006
H 14.35157 -6.36698 -12.53214 0.439 -0.191 -0.356
H 0.33106 -3.83859 -19.31720 0.269 0.104 -0.004
H 5.92403 -12.09162 -13.63700 0.135 1.179 0.327
H 9.04845 0.27754 -9.40883 0.102 0.100 -0.532
H 8.75609 -3.55573 -18.13423 0.054 0.130 0.034
H 16.13442 -5.49086 -14.06710 0.120 0.204 -0.202
H 9.50961 -2.53870 -14.19300 -0.553 -0.563 0.373
H 5.24429 -7.68301 -6.17468 0.778 0.872 -0.517
H 7.70741 -4.90829 -17.84199 -0.103 -0.232 -0.228
H 6.20601 -5.29710 -12.35898 0.096 -0.120 0.166
H 4.91203 -6.71346 -16.51195 0.348 0.116 0.224
H 9.76973 -5.69862 -9.09745 -0.035 -0.585 0.117
H 8.05897 4.74447 -19.08362 -0.128 -0.111 -0.395
H 3.85108 -1.88627 -13.79900 -0.246 0.113 -0.130
H 9.62833 -1.24406 -8.82042 -0.766 -0.542 0.041
H 5.24577 1.06441 -11.20587 0.456 0.208 -0.139
H 10.74334 -4.24941 -10.36935 0.066 -0.381 -0.869
H 7.70253 0.57400 -16.74039 -0.050 0.202 -0.258
H 10.97498 0.39749 -15.64149 0.025 -0.276 -0.051
H 9.52259 -5.32722 -14.68082 -0.130 -0.017 -0.161
H 9.53411 -0.65418 -15.82313 0.030 -0.276 0.265
H 1.41639 1.17714 -11.33783 -0.543 -0.048 -0.411
H 6.10426 2.98253 -15.73065 -0.358 0.102 -0.484
H 2.11530 -9.47522 -17.81763 0.175 0.299 -0.293
H 4.02283 -3.46981 -13.04271 -0.274 0.200 0.349
H -1.12887 -7.41717 -14.66251 0.402 -0.550 -0.585
H 8.55050 -4.60631 -8.57993 -0.143 0.052 0.474
H 5.42286 -3.82138 -8.91378 -0.305 -0.052 0.747
H 11.37741 -10.45467 -12.70234 -0.510 0.221 0.530
H 10.20948 -7.54685 -14.04683 -0.377 0.972 -0.143
H 8.90090 -4.02295 -20.55545 0.301 -0.201 0.146
H 12.78749 -3.47142 -6.52610 -0.637 -0.208 -0.054
H 5.43029 -1.41871 -10.96597 -0.096 -0.254 -0.179
H 12.58106 -2.11507 -13.50475 0.056 0.184 0.044
H 9.40650 -5.13979 -18.35446 -0.131 -0.200 0.049
```
Positions in Å, forces in eV/Å.

Here are the Löwdin charges for atoms 1 to 4, given in e: -0.037, 0.005, 0.041, 0.004